Record 1
{"formula": "C5H9AgO3", "method": "the ωB97M-V functional and the def2-TZVPD basis", "symbols": ["O", "C", "O", "C", "C", "H", "C", "H", "H", "H", "C", "H", "H", "H", "H", "H", "Ag", "O"], "coordinates": [[0.4666, -2.0443, -1.0345], [0.0915, -0.9897, -0.5221], [-0.9231, -1.0037, 0.3047], [-1.6609, 0.2065, 0.5795], [1.3586, 0.6188, -0.0871], [1.0599, 1.6664, 0.0844], [2.8165, 0.5022, -0.4864], [3.4522, 0.9514, 0.2908], [3.1586, -0.5478, -0.5656], [3.0455, 1.0053, -1.4498], [-2.8671, -0.1587, 1.4079], [-1.9517, 0.6556, -0.3791], [-0.9963, 0.9030, 1.1047], [-3.5680, -0.7818, 0.8368], [-3.3846, 0.7646, 1.7013], [-2.5732, -0.6932, 2.3207], [1.9459, -1.2517, -2.8139], [0.5295, 0.1969, -1.2924]], "forces_ev_per_a": [[0.85, -0.63, 0.16], [1.80, 2.41, -2.64], [-0.69, 0.48, 0.14], [0.40, 0.24, -0.23], [-0.19, -0.42, -0.67], [0.28, -0.31, 0.09], [-0.16, -0.25, 0.39], [-0.08, -0.05, -0.26], [-0.18, 0.19, 0.08], [-0.05, 0.08, -0.02], [-0.17, -0.06, 0.12], [0.09, -0.05, 0.23], [-0.06, -0.17, -0.09], [0.20, 0.12, 0.18], [0.09, -0.23, -0.06], [-0.06, 0.13, -0.25], [-0.79, 0.28, 1.04], [-1.27, -1.74, 1.79]], "homo_energy_ev": [-6.54, -6.54], "e_lumo_ev": [-1.59, -1.59], "gap_ha": [0.182, 0.182], "e_tot_ha": -568.441383, "max_force_ev_per_a": 4.0}

Record 2
{"formula": "C5H9AsF6N3O5PSTi", "method": "the ωB97M-V functional and the def2-TZVPD basis", "symbols": ["Ti", "O", "S", "O", "O", "O", "N", "C", "N", "C", "N", "C", "As", "C", "C", "O", "H", "H", "H", "H", "H", "H", "H", "H", "H", "F", "P", "F", "F", "F", "F", "F"], "coordinates": [[0.5516, -0.1008, 0.2093], [1.9869, 0.4627, 3.6961], [0.9617, 0.6113, 2.7162], [-0.2678, 1.2693, 3.2218], [1.3914, 1.3097, 1.4554], [0.4971, -0.7433, 2.1207], [0.5329, -2.0131, -5.5007], [-0.0438, -1.9234, -4.5019], [-0.8236, -1.8496, -3.4390], [-0.4552, -1.6565, -2.2456], [-0.2877, -1.5177, -1.0885], [-2.0308, -1.0182, 3.9506], [-2.0803, 0.4334, 1.7837], [-3.2919, 1.9352, 1.8372], [-3.1669, -1.0271, 1.0664], [-1.1643, 0.7905, 0.3803], [-3.0785, -1.1228, 4.1951], [-1.4488, -0.2377, 4.4146], [-1.5166, -1.8193, 3.4426], [-3.9759, 1.8649, 2.6797], [-3.8253, 1.9371, 0.8881], [-2.6871, 2.8354, 1.9232], [-4.0086, -1.2174, 1.7311], [-2.5319, -1.9066, 0.9807], [-3.5038, -0.7361, 0.0706], [1.6438, 0.7282, -1.4161], [3.1740, -0.0704, -1.4040], [4.5084, -0.9024, -1.2618], [3.6541, 1.0081, -0.3510], [2.4802, -0.9458, -0.0912], [3.6520, 0.8087, -2.6238], [2.5289, -1.1592, -2.3654]], "forces_ev_per_a": [[-0.10, 0.34, -0.11], [-0.03, -0.05, 0.02], [-0.37, 0.21, 0.10], [0.08, 0.14, -0.14], [0.19, -0.21, -0.05], [0.23, 0.02, -0.11], [0.00, 0.01, 0.00], [0.03, -0.05, 0.02], [-0.08, 0.03, -0.02], [-0.13, -0.14, 0.07], [0.19, 0.11, -0.02], [0.19, 2.20, -2.50], [-1.31, -2.16, 1.68], [0.32, 0.14, 0.24], [0.00, 0.52, -0.50], [0.48, -0.27, 0.57], [-0.01, -0.06, 0.02], [0.12, -0.38, 0.50], [0.08, -0.14, 0.28], [-0.01, -0.06, -0.02], [0.00, -0.03, 0.01], [-0.03, 0.02, 0.02], [0.02, -0.01, 0.03], [0.01, -0.01, 0.04], [-0.10, -0.16, -0.02], [0.14, -0.07, 0.11], [0.00, -0.16, -0.10], [0.01, 0.02, 0.00], [0.03, 0.01, -0.01], [0.04, 0.15, -0.10], [0.01, 0.02, 0.01], [0.01, 0.02, -0.02]], "multiplicity": 2, "homo_energy_ev": [-5.77, -6.33], "e_lumo_ev": [1.06, 1.07], "total_charge": -1, "gap_ha": [0.251, 0.272], "e_tot_ha": -5160.764574, "max_force_ev_per_a": 3.3}

Record 3
{"formula": "C5H9B", "method": "the ωB97M-V functional and the def2-TZVPD basis", "symbols": ["B", "C", "C", "C", "C", "C", "H", "H", "H", "H", "H", "H", "H", "H", "H"], "coordinates": [[-1.0419, -0.2492, 0.5206], [0.5996, -1.4103, -2.1564], [1.5825, -0.6892, -1.5376], [0.4276, 0.0553, 0.7892], [1.4700, 0.3466, -0.3978], [-2.3971, 0.3170, 1.0856], [-0.2846, -1.5028, -1.3993], [2.5153, -0.5587, -2.0720], [0.3898, 0.9841, 1.4192], [1.1980, -0.4930, 1.3320], [2.5233, 0.5294, 0.0032], [1.1115, 1.2052, -0.9688], [-3.2645, -0.1026, 0.5505], [-2.2165, 1.3463, 0.7013], [-2.6130, 0.2219, 2.1303]], "forces_ev_per_a": [[-0.11, -0.57, -0.09], [0.77, 1.87, 4.13], [-1.34, -0.83, -1.75], [2.35, 1.44, -0.09], [-0.48, -0.09, -0.55], [0.66, -0.87, -1.97], [-0.06, -0.50, -1.43], [0.42, -0.20, -0.01], [0.10, -0.23, -0.50], [-1.22, -1.11, 0.81], [-1.57, -0.05, -0.35], [0.41, 0.46, 0.37], [0.31, 0.30, 0.07], [-0.53, -0.06, 0.60], [0.28, 0.43, 0.75]], "homo_energy_ev": [-9.05, -6.91], "e_lumo_ev": [0.04, -0.63], "gap_ha": [0.334, 0.231], "e_tot_ha": -220.515492, "max_force_ev_per_a": 4.6}

Record 4
{"formula": "C5H9BF10HfNO5S2Si", "method": "the ωB97M-V functional and the def2-TZVPD basis", "symbols": ["Hf", "F", "C", "F", "F", "S", "O", "O", "N", "S", "O", "O", "C", "F", "F", "F", "C", "Si", "C", "C", "O", "H", "H", "H", "H", "H", "H", "H", "H", "H", "F", "B", "F", "F", "F"], "coordinates": [[0.0314, -0.9339, 0.6721], [-3.4221, 0.7231, -0.1684], [-3.3280, 0.9725, 1.1157], [-4.0194, 2.0347, 1.4457], [-3.6913, -0.0660, 1.8319], [-1.5045, 1.4016, 1.4877], [-0.7226, 1.0185, 0.2580], [-1.4266, 2.7438, 1.9159], [-1.0804, 0.2386, 2.5205], [0.2861, 0.1754, 3.3844], [0.1019, -0.3600, 4.6744], [1.1738, -0.5926, 2.4404], [1.1389, 1.8365, 3.5608], [0.3373, 2.6126, 4.2498], [1.3825, 2.3375, 2.3686], [2.2525, 1.6079, 4.2049], [-0.3266, -3.3867, 2.1269], [-1.8067, -3.3798, 0.9493], [-3.3799, -3.5392, 1.9008], [-1.5937, -4.5884, -0.4331], [-1.6367, -1.7962, 0.3334], [-0.1779, -4.3812, 2.5562], [-0.4913, -2.7331, 2.9911], [0.6735, -3.1849, 1.7062], [-3.4409, -4.5298, 2.3576], [-4.2513, -3.4208, 1.2553], [-3.4444, -2.8008, 2.7021], [-1.4476, -5.5946, -0.0335], [-0.7259, -4.3470, -1.0502], [-2.4704, -4.6102, -1.0815], [1.8673, 0.0302, -0.3737], [1.6735, -1.0397, -1.3153], [0.2797, -0.8817, -1.6141], [1.5380, -2.1764, -0.3134], [2.5352, -1.2256, -2.2716]], "forces_ev_per_a": [[-0.76, -0.23, -0.99], [-0.01, -0.01, -0.02], [0.14, 0.05, 0.03], [-0.02, -0.02, -0.01], [-0.01, -0.03, -0.01], [0.03, -0.16, 0.03], [-0.25, 0.11, 0.23], [0.09, 0.01, -0.01], [0.31, 0.24, -0.12], [-0.05, -0.21, -0.05], [-0.03, -0.05, 0.01], [0.08, 0.22, 0.42], [-0.23, 0.07, 0.04], [-0.02, 0.07, 0.04], [0.01, -0.03, -0.20], [0.16, -0.09, 0.09], [0.12, 0.01, 0.16], [-0.12, 0.11, -0.15], [0.04, 0.02, 0.04], [0.03, 0.03, 0.07], [0.53, -0.13, 0.22], [-0.06, -0.03, -0.05], [0.02, -0.02, 0.02], [0.01, -0.02, -0.02], [0.00, 0.00, -0.01], [0.02, 0.01, -0.03], [0.00, 0.00, -0.01], [-0.02, -0.01, -0.02], [0.01, 0.00, 0.01], [-0.01, 0.02, 0.00], [0.10, -0.01, 0.03], [-0.03, 0.02, 0.14], [0.00, 0.00, 0.03], [-0.07, 0.07, 0.10], [0.00, -0.01, -0.03]], "homo_energy_ev": -14.42, "e_lumo_ev": -3.76, "total_charge": 1, "gap_ha": 0.392, "e_tot_ha": -2784.434192, "max_force_ev_per_a": 1.3}

Energy above the lowest of the compared OMol25 structures with the same formula, charge and spin values (in kcal per mole) by entry order: 47.2 44.8 135.9 2.1.